Below is an isolated molecule of C3H5NO2, with properties calculated with wB97M-V/def2-TZVPD.

Last column: Mulliken charge in e.
Element x y z (Å)
C 1.49 -0.74 -0.47  -0.81
N 0.09 -0.47 -0.20  -0.16
C -0.32 0.71 0.32  0.53
O 0.39 1.65 0.63  -0.60
C -1.83 0.78 0.53  0.05
O -2.57 -0.13 0.25  -0.49
H 2.10 -0.22 0.27  0.29
H 1.67 -1.81 -0.41  0.33
H 1.78 -0.38 -1.47  0.27
H -0.63 -1.14 -0.42  0.26
H -2.17 1.74 0.96  0.35

Output
LUMO energy (eV): -0.05
SMILES string: CNC(=O)C=O
Highest occupied orbital energy (eV): -10.0
Multiplicity: 1
Energy relative to the best compared isomer or geometry (same formula, charge and spin) (kcal/mol): 16.6

Below is a structure of composition C28H26EuF5N5O2S2, with properties calculated with wB97M-V/def2-TZVPD.

Last column: Mulliken charge in e.
Element x y z (Å)
Eu 0.16 -0.38 -0.23  0.94
C -1.49 2.73 -2.18  -1.38
N -0.73 1.49 -2.12  0.47
C 0.37 1.59 -3.11  -1.39
C -1.61 0.31 -2.37  1.56
C -2.16 0.24 -3.76  -1.47
C -3.47 0.12 -4.02  -0.61
C -4.43 0.11 -2.96  -1.03
C -4.03 0.19 -1.65  -0.89
C -2.68 0.29 -1.27  0.23
N -2.12 0.41 -0.07  1.28
C -2.64 0.33 1.21  0.27
C -3.87 -0.20 1.59  -1.13
C -4.19 -0.38 2.93  -1.13
C -3.28 -0.04 3.92  -0.89
C -2.05 0.52 3.55  -0.01
C -1.73 0.72 2.22  0.60
N -0.48 1.32 1.80  0.75
C 0.52 1.42 2.87  -1.50
C -0.72 2.67 1.27  -1.26
H -1.90 2.90 -3.19  0.43
H -0.83 3.56 -1.94  0.40
H -2.32 2.71 -1.48  0.41
H 0.03 2.02 -4.05  0.38
H 0.80 0.61 -3.31  0.57
H 1.15 2.23 -2.70  0.33
H -1.43 0.23 -4.56  0.41
H -3.83 0.05 -5.04  0.45
H -5.48 0.04 -3.21  0.41
H -4.79 0.23 -0.87  0.47
H -4.58 -0.54 0.85  0.26
H -5.14 -0.81 3.21  0.42
H -3.49 -0.20 4.96  0.42
H -1.36 0.80 4.34  0.40
H 0.20 2.12 3.65  0.44
H 1.45 1.80 2.44  0.26
H 0.71 0.45 3.31  0.44
H -1.02 3.35 2.08  0.38
H -1.50 2.65 0.52  0.26
H 0.20 3.05 0.82  0.37
F 6.54 -0.38 3.03  -0.30
C 5.66 -0.34 2.03  0.41
C 4.31 -0.53 2.27  -0.18
F 3.85 -0.76 3.50  -0.30
C 3.44 -0.46 1.21  -0.16
F 2.11 -0.65 1.45  0.31
C 3.81 -0.22 -0.11  0.57
S 2.64 -0.10 -1.37  -0.59
C 5.18 -0.05 -0.32  0.12
F 5.64 0.18 -1.54  -0.32
C 6.09 -0.10 0.73  0.21
F 7.39 0.09 0.50  -0.29
N -3.29 -5.44 4.21  -0.35
C -2.68 -4.31 4.59  -0.07
S -2.83 -3.66 6.10  -0.31
C -1.89 -3.60 3.56  0.78
C -0.64 -3.06 3.85  -0.73
C 0.00 -2.32 2.88  -0.57
N -0.51 -2.07 1.66  0.03
C -1.69 -2.63 1.38  -0.20
C -2.40 -3.40 2.28  -0.89
H -3.83 -5.94 4.90  0.23
H -3.12 -5.87 3.32  0.22
H -0.20 -3.20 4.82  0.46
H 0.97 -1.89 3.10  0.51
H -2.09 -2.46 0.39  0.47
H -3.37 -3.80 2.00  0.44
O -0.96 -1.73 -1.19  -0.43
O -0.66 -0.82 -2.25  -0.38

Output
LUMO energy (alpha / beta) (eV): -0.72 / -0.70
Highest occupied orbital energy (alpha / beta) (eV): -5.9 / -7.6
Multiplicity: 8
⟨S²⟩: 15.800
Energy relative to the best compared isomer or geometry (same formula, charge and spin) (kcal/mol): 2.4

Below is a cluster of 2 separate species, C20H28N6O2 in total, with properties calculated with wB97M-V/def2-TZVPD.

Last column: Mulliken charge in e.
Element x y z (Å)
C -0.65 -3.74 1.24  -1.45
C -0.94 -2.31 1.71  -0.36
C -2.45 -2.05 1.99  0.69
C -3.26 -1.99 0.68  -1.66
C -2.71 -0.78 2.83  -0.78
N -2.01 0.39 2.26  0.08
C -2.51 1.42 1.58  1.01
C -4.01 1.56 1.39  -1.27
O -1.76 2.27 1.13  -0.78
C -2.32 -1.02 4.30  -0.03
O -1.17 -0.88 4.69  -0.68
N -3.31 -1.41 5.11  -0.17
C -3.13 -1.70 6.54  -0.91
H -1.10 -3.92 0.27  0.32
H 0.43 -3.87 1.15  0.41
H -1.03 -4.46 1.96  0.34
H -0.38 -2.16 2.63  0.41
H -0.57 -1.60 0.97  0.17
H -2.83 -2.89 2.56  0.43
H -2.87 -1.21 0.03  0.31
H -3.19 -2.94 0.15  0.46
H -4.31 -1.80 0.89  0.39
H -3.78 -0.59 2.82  0.69
H -1.00 0.38 2.34  0.31
H -4.21 2.49 0.86  0.35
H -4.50 1.58 2.35  0.31
H -4.37 0.73 0.79  0.27
H -4.23 -1.51 4.73  0.24
H -4.08 -1.62 7.06  0.34
H -2.41 -1.00 6.97  0.30
H -2.73 -2.71 6.66  0.30
N 0.85 1.12 1.28  -0.37
C 1.75 0.99 0.25  -0.17
C 1.50 1.26 -1.05  -0.18
C 2.75 1.06 -1.76  0.13
C 2.99 1.32 -3.20  0.83
C 1.92 1.45 -4.12  -0.67
C 2.17 1.72 -5.47  -0.71
C 3.49 1.86 -5.91  1.30
C 4.07 2.14 -7.22  -1.04
C 5.44 2.17 -7.07  -0.38
N 5.72 1.91 -5.73  -0.04
C 4.54 1.72 -5.02  -0.30
C 4.31 1.45 -3.67  -0.74
N 3.69 0.68 -0.92  -0.91
N 3.08 0.62 0.30  0.15
H 1.23 1.22 2.22  0.17
H 0.01 1.68 1.07  0.22
H 0.56 1.60 -1.47  0.42
H 0.90 1.35 -3.78  0.30
H 1.35 1.83 -6.17  0.37
H 3.52 2.30 -8.14  0.40
H 6.16 2.35 -7.86  0.38
H 6.65 1.87 -5.32  0.20
H 5.15 1.35 -2.99  0.39
H 3.55 0.34 1.16  0.20

Output
LUMO energy (eV): 0.39
SMILES string: CC[C@H](C)[C@H](NC(C)=O)C(=O)NC.Nc1cc(-c2ccc3cc[nH]c3c2)n[nH]1
Highest occupied orbital energy (eV): -7.3
Multiplicity: 1
Energy relative to the best compared isomer or geometry (same formula, charge and spin) (kcal/mol): 0.0

Below is a structure of composition C36H41ClHgN11O5SSe2Te2, with properties calculated with wB97M-V/def2-TZVPD.

Last column: Mulliken charge in e.
Element x y z (Å)
Hg 1.68 -0.17 -1.02  3.07
C 6.46 2.08 3.95  -1.53
C 5.21 2.39 3.18  1.04
C 4.19 1.45 3.08  -0.80
C 3.05 1.70 2.32  -0.38
C 2.94 2.91 1.65  0.13
C 3.94 3.87 1.74  -0.58
C 5.07 3.60 2.51  -0.66
S 1.61 3.13 0.50  1.00
O 1.47 4.54 0.24  -0.81
O 0.46 2.44 1.05  -0.49
N 2.11 2.26 -0.72  0.24
C 2.77 2.64 -1.85  -0.14
C 3.02 3.95 -2.31  -0.85
C 3.65 4.12 -3.52  -0.31
C 4.05 3.01 -4.27  -0.95
C 3.80 1.76 -3.73  -0.19
N 3.20 1.58 -2.57  0.28
H 6.37 1.14 4.49  0.33
H 6.69 2.87 4.68  0.38
H 7.32 1.99 3.28  0.32
H 4.30 0.48 3.55  0.34
H 2.30 0.93 2.20  0.15
H 3.85 4.80 1.20  0.45
H 5.86 4.34 2.58  0.34
H 2.67 4.80 -1.73  0.47
H 3.83 5.12 -3.89  0.38
H 4.54 3.11 -5.23  0.38
H 4.09 0.85 -4.26  0.33
N -1.08 1.72 -1.44  0.91
C -0.68 1.30 -2.67  -0.08
N -1.35 1.82 -3.71  -0.83
C -0.96 1.32 -4.90  0.17
N -1.61 1.85 -6.00  -0.50
N -0.03 0.42 -5.12  -0.71
C 0.62 -0.04 -4.01  -0.71
N 0.28 0.39 -2.76  0.45
C 1.66 -0.99 -4.14  0.85
C 2.06 -1.45 -5.43  -1.35
C 3.05 -2.38 -5.54  -0.20
C 3.66 -2.88 -4.37  -1.26
C 3.24 -2.37 -3.16  -0.16
N 2.29 -1.45 -3.01  0.47
H -1.62 2.57 -1.46  0.34
H -0.43 1.67 -0.67  -1.08
H -2.52 2.21 -5.78  0.26
H -1.56 1.26 -6.81  0.28
H 1.56 -1.04 -6.29  0.42
H 3.36 -2.73 -6.52  0.38
H 4.45 -3.62 -4.40  0.42
H 3.72 -2.72 -2.25  0.25
Se 2.69 -2.77 0.17  -0.12
Te 3.59 -4.84 1.16  -0.35
Te 6.24 -1.75 1.49  -0.52
Se 4.43 -1.04 -0.11  -0.34
O 1.37 -0.68 1.12  -0.78
O 1.77 -2.00 1.52  -0.13
C -5.52 -3.75 3.68  -1.96
C -4.27 -3.59 2.81  2.15
C -4.71 -3.69 1.34  -1.68
C -3.33 -4.75 3.14  -1.81
C -3.57 -2.22 3.13  2.22
O -3.40 -2.14 4.56  -0.76
C -4.40 -0.99 2.72  -1.89
C -4.39 -0.49 1.26  -0.62
C -3.93 0.93 1.04  0.39
C -4.48 1.66 -0.01  -0.30
C -4.09 2.96 -0.27  -0.90
C -3.12 3.54 0.52  0.36
Cl -2.60 5.17 0.19  -0.24
C -2.52 2.84 1.55  -0.82
C -2.95 1.54 1.81  0.23
C -2.09 -2.09 2.71  -2.78
N -1.68 -2.29 1.33  1.53
C -1.19 -1.35 0.51  -0.12
N -0.70 -1.91 -0.58  -0.04
C -0.90 -3.23 -0.36  -0.93
N -1.49 -3.52 0.78  -0.89
H -6.05 -4.65 3.36  0.46
H -6.23 -2.92 3.59  0.33
H -5.27 -3.90 4.73  0.51
H -5.12 -4.69 1.17  0.58
H -3.89 -3.55 0.65  0.20
H -5.50 -2.96 1.11  0.23
H -3.89 -5.69 3.09  0.49
H -2.94 -4.65 4.16  0.35
H -2.49 -4.81 2.45  0.24
H -4.27 -2.07 4.96  0.52
H -4.07 -0.18 3.38  0.83
H -5.44 -1.18 3.00  0.19
H -5.41 -0.56 0.86  0.59
H -3.80 -1.15 0.62  0.57
H -5.23 1.20 -0.64  0.35
H -4.52 3.52 -1.10  0.38
H -1.72 3.28 2.13  0.22
H -2.47 1.00 2.62  -0.05
H -1.49 -2.75 3.34  0.71
H -1.78 -1.08 2.96  0.40
H -1.17 -0.31 0.76  0.24
H -0.57 -4.00 -1.05  0.50

Output
LUMO energy (alpha / beta) (eV): 3.47 / 3.47
Total charge: -2
Highest occupied orbital energy (alpha / beta) (eV): -0.7 / -1.5
Multiplicity: 2
⟨S²⟩: 0.767
Energy relative to the best compared isomer or geometry (same formula, charge and spin) (kcal/mol): 11.8